A 7-piece molecular cluster, C25H47NO15S2 overall. Source: the Open Molecules 2025 dataset; level of theory: ωB97M-V/def2-TZVPD.

Values from the calculation:
HOMO-LUMO gap: 8.68 eV
highest occupied orbital energy: -8.6 eV

Last column: Mulliken charge in e.
Geometry (Å):
C1 6.401 0.240 -2.579  -1.910
C2 4.904 0.488 -2.650  1.673
C3 4.241 0.156 -1.325  -1.287
C4 2.796 0.631 -1.203  0.425
C5 2.682 2.093 -1.608  -1.615
C6 3.305 2.471 -2.952  1.917
N1 4.635 1.884 -3.008  0.100
O1 5.298 2.261 -4.187  -0.492
C7 2.388 2.045 -4.103  -1.912
C8 3.451 3.987 -2.983  -1.822
C9 4.306 -0.517 -3.685  -1.505
H1 6.843 0.735 -1.710  0.399
H2 6.909 0.556 -3.485  0.396
H3 6.592 -0.822 -2.410  0.391
H4 4.288 -0.909 -1.096  0.415
H5 4.765 0.694 -0.523  0.405
H6 2.408 0.540 -0.185  -0.243
H7 2.093 -0.035 -1.731  0.124
H8 3.299 2.586 -0.843  0.277
H9 1.674 2.505 -1.579  0.598
H10 1.424 2.561 -3.995  0.411
H11 2.737 2.307 -5.103  0.472
H12 2.140 0.986 -4.105  0.312
H13 2.600 4.441 -2.447  0.318
H14 4.326 4.309 -2.422  0.440
H15 3.358 4.475 -3.953  0.353
H16 3.232 -0.650 -3.571  0.325
H17 4.730 -1.512 -3.528  0.430
H18 4.497 -0.271 -4.734  0.270
H19 5.003 1.662 -4.892  0.359
C10 -1.217 0.837 -1.051  -0.515
S1 -0.939 -0.733 -0.229  0.462
O2 -0.045 -0.395 0.935  -0.455
C11 -2.600 -0.869 0.459  -1.261
H20 -1.532 1.602 -0.342  0.088
H21 -1.990 0.718 -1.810  0.541
H22 -0.229 1.074 -1.443  -0.184
H23 -3.235 -0.992 -0.421  0.568
H24 -2.832 0.075 0.949  0.532
H25 -2.779 -1.675 1.162  0.244
C12 -1.653 -2.416 4.169  -0.563
S2 -2.745 -0.974 4.183  0.688
O3 -3.121 -0.764 5.611  -0.714
C13 -1.585 0.356 3.889  -0.688
H26 -0.873 -2.225 4.902  0.410
H27 -1.263 -2.557 3.160  -0.202
H28 -2.314 -3.242 4.415  0.432
H29 -1.126 0.303 2.900  -0.056
H30 -0.835 0.341 4.683  0.425
H31 -2.150 1.278 4.005  0.364
C14 1.678 -1.707 2.991  0.840
C15 2.504 -0.602 2.326  0.046
O4 3.701 -0.553 3.079  -0.435
C16 3.834 -1.707 3.791  0.564
O5 4.796 -1.976 4.422  -0.533
O6 2.726 -2.448 3.660  -0.440
H32 1.154 -2.339 2.288  -0.396
H33 1.015 -1.409 3.801  -0.194
H34 1.984 0.349 2.289  0.352
H35 2.749 -0.921 1.311  0.041
C17 -1.484 5.548 0.175  -0.272
C18 -2.786 6.372 0.098  -0.302
O7 -3.816 5.387 -0.030  -0.375
C19 -3.285 4.146 0.085  0.626
O8 -3.909 3.139 0.145  -0.470
O9 -1.967 4.222 0.350  -0.239
H36 -0.873 5.816 1.031  0.291
H37 -0.896 5.617 -0.739  0.236
H38 -2.843 7.034 -0.762  0.279
H39 -2.945 6.949 1.008  0.237
C20 -8.554 -1.271 0.617  -0.228
C21 -8.495 -2.759 1.015  -0.273
O10 -7.111 -2.990 1.299  -0.348
C22 -6.414 -1.836 1.220  0.603
O11 -5.243 -1.743 1.400  -0.489
O12 -7.225 -0.811 0.893  -0.330
H40 -9.182 -0.681 1.276  0.268
H41 -8.803 -1.172 -0.436  0.251
H42 -8.809 -3.460 0.246  0.260
H43 -9.060 -2.984 1.920  0.238
C23 0.358 -4.598 0.329  0.014
C24 -1.143 -4.347 0.352  0.343
O13 -1.639 -5.582 -0.207  -0.406
C25 -0.671 -6.532 -0.160  0.574
O14 -0.810 -7.650 -0.526  -0.514
O15 0.455 -6.014 0.395  -0.398
H44 0.944 -4.178 1.145  0.118
H45 0.823 -4.190 -0.574  0.252
H46 -1.394 -3.575 -0.372  0.052
H47 -1.622 -4.185 1.315  0.021

***

C23H58BeN6Na2O8Sr as an isolated structure. Source: the Open Molecules 2025 dataset; level of theory: ωB97M-V/def2-TZVPD.

Values from the calculation:
HOMO-LUMO gap: 1.67 eV
highest occupied orbital energy: -17.0 eV
charge: +4

Last column: Mulliken charge in e.
Geometry (Å):
Na1 -1.776 -4.704 1.369  0.787
Na2 2.845 -0.328 4.385  0.865
Sr1 -1.265 1.580 4.891  1.800
Be1 -0.541 -2.500 4.244  0.705
O1 0.398 0.094 3.403  -0.869
C1 0.360 0.054 1.979  0.907
C2 -0.373 -1.120 1.211  1.028
O2 -0.374 -2.449 1.655  -0.685
H1 1.404 0.131 1.674  -0.359
H2 -0.046 0.980 1.573  -0.450
H3 -0.217 -1.039 0.135  0.174
H4 -1.376 -0.742 1.409  -0.697
C3 0.322 -6.954 -1.535  -1.345
C4 0.436 -5.382 -1.297  0.857
C5 -0.791 -4.632 -1.864  -0.658
O3 -2.000 -4.806 -1.139  -0.190
C6 -3.237 -4.619 -1.801  -0.919
N1 0.586 -5.137 0.051  -0.533
H5 0.568 -7.191 -2.571  0.390
H6 -0.721 -7.253 -1.431  0.264
H7 0.892 -7.653 -0.923  0.397
H8 1.266 -4.987 -1.881  -0.162
H9 -1.192 -4.904 -2.840  0.609
H10 -0.519 -3.576 -1.851  0.029
H11 -4.000 -4.747 -1.032  0.229
H12 -3.556 -5.349 -2.545  0.402
H13 -3.448 -3.610 -2.157  0.344
H14 1.524 -5.492 0.174  0.355
H15 0.752 -4.165 0.268  0.034
C7 -3.021 2.878 1.340  -1.126
C8 -1.927 3.826 1.956  0.250
C9 -2.244 5.307 1.753  -0.808
O4 -1.439 6.215 2.571  -0.432
C10 -1.538 7.524 1.983  -0.799
N2 -1.921 3.492 3.346  -0.503
H16 -4.005 3.040 1.781  0.740
H17 -2.758 1.821 1.309  -0.324
H18 -3.277 3.171 0.322  0.325
H19 -0.968 3.420 1.635  0.103
H20 -3.211 5.456 2.235  0.407
H21 -2.293 5.511 0.684  0.502
H22 -2.585 7.825 1.941  0.368
H23 -1.282 7.634 0.929  0.324
H24 -1.026 8.213 2.655  0.281
H25 -1.715 4.455 3.570  0.210
H26 -2.896 3.400 3.595  0.535
C11 6.591 4.000 1.953  -1.286
C12 6.326 2.522 1.615  0.642
C13 5.101 1.754 2.314  -0.802
O5 4.839 0.369 2.062  -0.408
C14 4.424 0.023 0.757  -0.675
N3 6.253 2.424 0.164  -0.432
H27 5.662 4.570 1.957  0.350
H28 7.279 4.555 1.316  0.406
H29 6.988 4.005 2.968  0.344
H30 7.146 1.871 1.919  0.240
H31 4.148 2.242 2.111  0.435
H32 5.295 1.797 3.385  0.367
H33 4.228 0.875 0.106  0.495
H34 3.504 -0.560 0.807  -0.081
H35 5.172 -0.631 0.310  0.511
H36 6.967 2.896 -0.371  0.245
H37 5.886 1.652 -0.374  0.079
C15 1.626 -2.531 -3.868  0.081
O6 1.350 -2.982 -4.984  -0.535
N4 2.736 -2.713 -3.158  0.193
C16 3.986 -3.452 -3.738  -1.009
C17 2.767 -2.425 -1.665  -1.413
H38 1.055 -1.794 -3.282  0.349
H39 4.218 -2.871 -4.630  0.372
H40 3.825 -4.513 -3.926  0.295
H41 4.839 -3.213 -3.102  0.416
H42 3.348 -1.547 -1.382  0.852
H43 1.813 -2.360 -1.141  0.078
H44 3.341 -3.184 -1.133  0.394
C18 -3.852 -2.108 1.314  0.204
O7 -3.965 -3.346 1.341  -0.723
N5 -4.624 -1.326 0.541  0.147
C19 -4.527 0.118 0.459  -1.011
C20 -5.300 -2.025 -0.630  -0.956
H45 -3.149 -1.561 1.962  0.297
H46 -5.491 0.494 0.116  0.403
H47 -3.817 0.521 -0.263  0.326
H48 -4.429 0.579 1.442  0.403
H49 -5.313 -3.113 -0.571  0.342
H50 -6.224 -1.525 -0.922  0.312
H51 -4.615 -1.699 -1.412  0.319
C21 -2.735 1.744 -3.244  0.167
O8 -3.367 2.198 -4.209  -0.526
N6 -2.028 2.513 -2.411  0.109
C22 -1.148 1.967 -1.478  -0.707
C23 -2.182 3.944 -2.421  -0.911
H52 -2.671 0.667 -3.024  0.334
H53 -0.206 2.511 -1.552  0.495
H54 -0.854 0.920 -1.536  0.153
H55 -1.481 2.004 -0.441  -0.021
H56 -1.209 4.407 -2.256  0.343
H57 -2.511 4.402 -3.354  0.386
H58 -2.830 4.244 -1.597  0.245

***

A 2-piece molecular cluster, C3H6N2S overall. Source: the Open Molecules 2025 dataset; level of theory: ωB97M-V/def2-TZVPD.

Values from the calculation:
HOMO-LUMO gap (alpha / beta): 6.51 / 6.94 eV
highest occupied orbital energy (alpha / beta): -6.5 / -9.1 eV
energy relative to the best compared isomer or geometry (same formula, charge and spin): 311.8 kJ/mol
spin multiplicity: 3

Last column: Mulliken charge in e.
Geometry (Å):
C1 1.039 -0.590 -0.168  -0.343
C2 0.205 0.175 0.445  -0.217
C3 -0.291 0.618 1.805  -0.746
N1 0.845 1.060 -3.555  -0.675
N2 0.555 0.921 -2.383  0.438
S1 -0.447 1.794 -1.516  -0.091
H1 1.215 -0.292 -1.164  0.341
H2 1.451 -1.555 0.073  0.306
H3 -0.698 1.582 1.753  0.281
H4 -1.252 0.001 2.048  0.246
H5 0.659 0.601 2.534  0.233
H6 1.438 0.391 -4.004  0.227

***

| no. | largest force on an atom (eV/Å) | electronic energy (Ha) |
| --- | --- | --- |
| 1 | 1.7 | -2960.43518 |
| 2 | 4.9 | -2209.93656 |
| 3 | 3.1 | -625.34596 |